<one>
# C29H36N3O6PRuS

C29H36N3O6PRuS as an isolated structure (wB97M-V/def2-TZVPD, the Open Molecules 2025 dataset).

Properties
Frontier orbital gap (spin up / spin down): 0.2351 / 0.2526 hartree
Charge: -1
LUMO level (spin up / spin down): 1.617 / 2.105 eV
⟨S²⟩: 0.973
E_HOMO (spin up / spin down): -4.78 / -4.77 eV
Multiplicity: 2

Cartesian coordinates (Å):
Ru 0.957 0.385 -0.265
O 0.541 1.850 -2.083
C -0.181 2.865 -2.252
C -0.653 3.181 -3.568
C -1.399 4.292 -3.829
C -1.738 5.190 -2.809
C -1.312 4.929 -1.535
C -0.549 3.794 -1.215
C -0.178 3.591 0.141
N 0.572 2.668 0.618
C 0.735 2.610 2.045
C 0.073 1.318 2.546
N 0.843 0.231 2.022
C 1.021 -0.843 2.699
C 2.026 -1.807 2.412
C 2.181 -2.923 3.243
C 3.191 -3.832 3.046
C 4.074 -3.649 1.975
C 3.969 -2.564 1.153
C 2.959 -1.574 1.341
O 2.945 -0.539 0.612
H -0.398 2.489 -4.358
H -1.729 4.491 -4.840
H -2.331 6.068 -3.031
H -1.562 5.616 -0.735
H -0.594 4.330 0.849
H 0.287 3.487 2.549
H 1.809 2.571 2.272
H -0.949 1.266 2.157
H 0.042 1.302 3.648
H 0.429 -1.020 3.611
H 1.483 -3.050 4.062
H 3.314 -4.685 3.701
H 4.843 -4.388 1.788
H 4.659 -2.414 0.334
S 1.997 -1.367 -2.085
C 3.008 -0.020 -2.386
C 3.884 0.050 -3.482
C 4.564 1.222 -3.713
C 4.391 2.296 -2.840
C 3.560 2.124 -1.747
N 2.901 1.004 -1.531
H 3.982 -0.811 -4.123
H 5.219 1.312 -4.569
H 4.899 3.234 -2.997
H 3.409 2.906 -1.013
C 0.532 -4.047 0.415
C -0.812 -3.469 -0.033
C -0.876 -3.473 -1.560
C -1.971 -4.297 0.529
O -0.878 -2.138 0.492
P -1.914 -1.091 -0.202
O -3.115 -1.723 -0.798
O -1.094 -0.178 -1.080
O -2.299 -0.260 1.174
C -3.522 0.470 1.165
C -4.688 -0.495 1.390
C -3.705 1.235 -0.144
C -3.477 1.474 2.326
H 0.645 -5.057 0.028
H 0.605 -4.071 1.499
H 1.339 -3.429 0.029
H -0.603 -4.453 -1.946
H -0.187 -2.726 -1.948
H -1.878 -3.217 -1.891
H -1.964 -5.291 0.084
H -2.901 -3.795 0.278
H -1.892 -4.384 1.612
H -4.653 -1.265 0.627
H -5.635 0.033 1.327
H -4.597 -0.960 2.369
H -3.814 0.532 -0.962
H -2.826 1.847 -0.339
H -4.586 1.871 -0.084
H -3.187 0.983 3.251
H -4.465 1.909 2.453
H -2.778 2.280 2.116

---

<two>
# C29H36N3O6PRuS

C29H36N3O6PRuS as an isolated structure (wB97M-V/def2-TZVPD, the Open Molecules 2025 dataset).

Properties
Frontier orbital gap (spin up / spin down): 0.2494 / 0.2420 hartree
Charge: -1
LUMO level (spin up / spin down): 2.713 / 2.710 eV
⟨S²⟩: 0.755
E_HOMO (spin up / spin down): -4.07 / -3.87 eV
Multiplicity: 2

Cartesian coordinates (Å):
Ru 1.645 0.574 -0.016
O 0.909 0.736 -1.908
C 0.277 1.793 -2.330
C -0.164 1.758 -3.672
C -0.848 2.797 -4.256
C -1.128 3.962 -3.545
C -0.699 4.029 -2.232
C -0.036 2.981 -1.601
C 0.563 3.198 -0.227
N 1.748 2.487 -0.158
C 2.992 3.182 0.005
C 4.140 2.172 -0.123
N 3.646 0.800 0.041
C 4.418 -0.100 0.575
C 4.108 -1.505 0.782
C 5.161 -2.298 1.269
C 5.042 -3.657 1.436
C 3.822 -4.256 1.092
C 2.768 -3.514 0.622
C 2.848 -2.101 0.476
O 1.791 -1.470 0.081
H 0.065 0.861 -4.234
H -1.165 2.705 -5.288
H -1.644 4.792 -4.005
H -0.875 4.935 -1.660
H 0.726 4.277 -0.051
H 3.056 3.722 0.966
H 3.110 3.927 -0.799
H 4.928 2.363 0.614
H 4.586 2.239 -1.124
H 5.419 0.207 0.893
H 6.098 -1.809 1.513
H 5.865 -4.246 1.815
H 3.708 -5.329 1.197
H 1.825 -3.973 0.360
S 1.610 1.553 2.450
C 0.094 2.337 2.155
C -0.815 2.379 3.233
C -2.123 2.746 3.068
C -2.595 3.068 1.792
C -1.685 3.092 0.775
N -0.375 2.821 0.966
H -0.440 2.031 4.185
H -2.797 2.736 3.915
H -3.633 3.263 1.583
H -1.966 3.301 -0.245
C -1.517 -3.261 -2.497
C -2.165 -1.931 -2.131
C -2.169 -0.984 -3.326
C -3.577 -2.146 -1.606
O -1.300 -1.379 -1.136
P -1.690 -0.193 -0.132
O -2.604 0.790 -0.758
O -0.382 0.277 0.452
O -2.519 -0.904 1.059
C -1.978 -1.714 2.110
C -3.193 -2.435 2.688
C -1.354 -0.809 3.161
C -0.960 -2.721 1.596
H -2.052 -3.729 -3.326
H -1.528 -3.942 -1.646
H -0.482 -3.096 -2.790
H -2.822 -1.369 -4.114
H -1.156 -0.885 -3.719
H -2.515 0.000 -3.017
H -4.189 -2.564 -2.409
H -4.018 -1.207 -1.278
H -3.581 -2.841 -0.767
H -3.920 -1.710 3.052
H -2.894 -3.082 3.513
H -3.672 -3.042 1.921
H -2.069 -0.038 3.450
H -0.453 -0.325 2.784
H -1.097 -1.397 4.045
H -1.415 -3.387 0.865
H -0.602 -3.318 2.438
H -0.110 -2.227 1.130

---

<two> is preferred energetically. Next in line: 2.527 eV higher.